This record from the Open Molecules 2025 dataset describes a molecular structure, C23H38CeCl2N3O4 in a non-equilibrium geometry. The level of theory is ωB97M-V/def2-TZVPD.

Properties
Expectation value of S²: 0.751
Relative energy (zero: lowest compared OMol25 entry of this formula, charge and spin), eV: 0.061
Total charge: 0
Calculated total energy, hartree: -2760.0407
Frontier orbital gap (alpha / beta), eV: 6.720 / 6.721
Multiplicity: 2

Geometry (Å):
O: -0.782 0.952 -1.579
C: -1.659 1.465 -2.475
C: -0.984 1.870 -3.764
C: 0.241 2.529 -3.936
H: 0.795 2.875 -3.056
C: 0.761 2.874 -5.220
H: 1.688 3.488 -5.323
C: 0.073 2.518 -6.393
H: 0.492 2.769 -7.389
C: -1.121 1.768 -6.253
H: -1.694 1.495 -7.179
C: -1.589 1.442 -4.959
H: -2.531 0.875 -4.910
H: -2.451 0.759 -2.852
C: -3.245 3.576 -1.673
C: -2.987 2.060 -1.737
H: -4.162 3.876 -1.124
H: -3.478 3.953 -2.658
H: -2.388 4.117 -1.295
C: -3.574 1.061 -0.947
C: -3.716 0.994 0.565
H: -3.787 0.002 -1.276
H: -4.482 1.743 0.931
H: -2.749 1.190 1.129
H: -4.067 -0.032 0.846
Ce: 0.467 -0.406 -0.415
Cl: 1.988 1.762 0.327
Cl: -0.535 -1.939 -2.443
H: 4.032 0.715 -3.310
H: 6.011 0.934 -2.228
C: 3.418 0.487 -2.442
C: 5.536 0.939 -1.252
N: 4.287 0.178 -1.358
H: 2.778 -0.392 -2.637
C: 3.781 -0.536 -0.334
O: 2.634 -1.042 -0.276
H: 6.229 0.510 -0.545
H: 4.459 -0.706 0.499
H: 2.801 1.369 -2.194
H: 5.407 1.993 -1.019
H: -1.676 -5.296 1.992
H: -0.674 -6.517 -0.469
C: -1.904 -4.481 1.287
C: -1.149 -5.578 -0.811
N: -0.968 -4.504 0.164
H: -1.849 -3.513 1.800
C: 0.008 -3.615 0.027
O: 0.159 -2.584 0.727
H: -0.703 -5.283 -1.765
H: 0.673 -3.788 -0.835
H: -2.925 -4.651 0.905
H: -2.219 -5.781 -0.953
O: -0.427 -0.106 1.839
C: -0.082 -0.256 3.051
C: 1.366 -0.157 3.492
C: 1.611 0.988 4.489
C: 1.264 0.637 5.900
C: -0.262 0.387 6.138
C: -0.802 -0.797 5.378
N: -1.028 -0.491 3.961
H: 1.660 -1.116 3.950
H: 1.968 0.013 2.588
H: 2.669 1.234 4.458
H: 1.082 1.889 4.150
H: 1.789 -0.268 6.209
H: 1.567 1.440 6.581
H: -0.421 0.216 7.220
H: -0.816 1.311 5.877
H: -0.115 -1.641 5.441
H: -1.752 -1.095 5.808
H: -1.944 -0.679 3.554

Atom charges from the Mulliken analysis, given in e for atoms 1 to 8: number 1, O, carries -0.153; number 2, C, carries -0.218; number 3, C, carries 0.331; number 4, C, carries 0.305; number 5, H, carries 0.423; number 6, C, carries -0.778; number 7, H, carries 0.322; number 8, C, carries -0.321